*one*
DFT (wB97M-V/def2-TZVPD) results for a molecular structure, C4H10N2O2.

Structure (XYZ):
```
18
Properties=species:S:1:pos:R:3
C 1.921 -0.123 0.213
C -0.735 -1.133 -0.835
C -0.587 -2.251 0.135
C -0.006 1.606 0.200
N -0.440 2.909 0.320
O 1.248 1.449 0.410
O 1.557 -0.657 -0.875
N -0.858 0.609 0.106
H -1.377 3.146 0.040
H 0.282 3.609 0.378
H 1.522 -0.545 1.154
H 2.969 0.197 0.297
H -1.827 0.909 0.089
H -1.767 -0.898 -1.059
H -0.185 -1.174 -1.762
H 0.426 -2.634 0.215
H -0.900 -1.942 1.135
H -1.243 -3.077 -0.161
```

Results
- HOMO (Ha) = -0.2931
- LUMO (eV) = 0.70
- net charge = 0
- Kohn-Sham gap (eV) = 8.677

These are the natural (NBO) partial charges, in e, on atoms 1 to 5:
1. C 0.2819
2. C 0.0291
3. C -0.6875
4. C 0.7783
5. N -0.8260



*two*
DFT (wB97M-V/def2-TZVPD) results for 2 unconnected molecules or ions with the total composition C4H10N2O2.

Structure (XYZ):
```
18
Properties=species:S:1:pos:R:3
C 0.104 2.040 1.543
C -1.241 1.396 1.396
O -1.456 0.448 0.661
N -2.272 1.931 2.111
H 0.652 1.441 2.276
H 0.023 3.057 1.899
H -3.170 1.516 1.949
H -2.223 2.752 2.686
H 0.654 1.869 0.633
C 2.409 -1.176 -2.117
C 1.179 -1.630 -1.365
O 1.166 -2.526 -0.552
N 0.012 -0.985 -1.711
H -0.702 -1.108 -1.007
H 0.033 -0.091 -2.180
H 3.146 -0.929 -1.352
H 2.244 -0.286 -2.707
H 2.773 -1.978 -2.752
```

Results
- structure (SMILES) = CC(N)=O.CC(N)=O
- HOMO (Ha) = -0.3464
- LUMO (eV) = 0.68
- net charge = 0
- Kohn-Sham gap (eV) = 10.101

These are the natural (NBO) partial charges, in e, on atoms 1 to 5:
1. C -0.7163
2. C 0.6795
3. O -0.6405
4. N -0.8249
5. H 0.2458



*three*
DFT (wB97M-V/def2-TZVPD) results for a molecular structure, C4H10N2O2.

Structure (XYZ):
```
18
Properties=species:S:1:pos:R:3
C -1.511 0.296 0.482
C -2.048 -1.100 0.271
C -1.055 1.066 -1.041
O -1.558 0.766 -2.055
H 0.359 1.170 -0.897
H -2.315 1.005 0.692
H -0.798 0.416 1.290
H -2.761 -1.362 1.056
H -1.244 -1.834 0.260
H -2.582 -1.152 -0.678
N 2.709 0.981 -0.324
C 1.584 0.226 -0.692
O 1.425 -0.525 1.458
N 1.022 -0.698 0.127
H 0.912 -1.192 1.930
H 2.593 1.473 0.551
H 3.576 0.673 -0.742
H 1.693 -0.209 -1.687
```

Results
- HOMO (spin up / spin down) (Ha) = -0.2930 / -0.2931
- LUMO (spin up / spin down) (eV) = 0.12 / 0.12
- net charge = 0
- Kohn-Sham gap (spin up / spin down) (eV) = 8.091 / 8.092

These are the natural (NBO) partial charges, in e, on atoms 1 to 5:
1. C -0.4803
2. C -0.6330
3. C 0.5128
4. O -0.5151
5. H 0.0968



What should be chosen as the most stable of them? Choose *two*.



*one*
DFT (wB97M-V/def2-TZVPD) results for 8 unconnected molecules or ions with the total composition C20H60N4O8.

Structure (XYZ):
```
92
Properties=species:S:1:pos:R:3
C -0.855 -0.436 -0.350
O 0.502 -0.066 -0.310
H -1.524 0.420 -0.265
H -1.147 -0.854 -1.313
H -1.178 -1.015 0.516
H 1.080 -0.825 -0.419
C -0.779 -0.959 -4.633
O 0.537 -1.563 -4.376
H -0.861 -0.633 -5.670
H -1.483 -1.789 -4.684
H -1.178 -0.362 -3.813
H 1.007 -1.693 -5.203
C -4.236 -1.138 -3.644
O -4.676 -2.154 -2.836
H -3.204 -0.883 -3.401
H -4.201 -1.363 -4.710
H -4.658 -0.141 -3.521
H -5.559 -1.970 -2.508
C 2.134 1.309 -3.073
O 2.294 1.589 -1.752
H 1.079 1.087 -3.235
H 2.397 2.111 -3.763
H 2.707 0.400 -3.253
H 1.584 1.088 -1.345
C 1.696 -4.332 3.121
C 1.583 -3.156 2.129
C 1.294 -3.710 0.709
O 1.485 -2.680 -0.255
C 1.277 -3.166 -1.610
N 0.594 -2.198 2.608
H 1.590 -4.077 4.175
H 2.577 -4.957 2.974
H 0.846 -5.007 3.033
H 2.584 -2.729 2.076
H 0.260 -4.046 0.624
H 1.977 -4.546 0.563
H 1.829 -4.104 -1.660
H 1.778 -2.600 -2.396
H 0.221 -3.282 -1.852
H 0.400 -1.610 1.810
H 1.086 -1.636 3.288
C -3.238 3.457 7.099
C -3.358 2.006 6.614
C -2.301 1.580 5.524
O -2.571 0.248 5.103
C -1.591 -0.297 4.186
N -3.390 1.282 7.862
H -2.266 3.707 7.526
H -4.036 3.613 7.825
H -3.450 4.159 6.293
H -4.327 1.927 6.120
H -1.330 1.711 6.002
H -2.352 2.353 4.758
H -0.628 -0.540 4.635
H -1.625 0.177 3.205
H -1.959 -1.296 3.951
H -3.514 0.281 7.921
H -2.590 1.395 8.468
C 4.269 -0.988 0.547
C 4.976 -1.146 1.822
C 6.457 -1.639 1.615
O 6.515 -2.976 1.165
C 7.765 -3.312 0.584
N 4.959 0.152 2.446
H 3.244 -0.638 0.665
H 4.351 -1.958 0.058
H 4.748 -0.469 -0.283
H 4.493 -1.917 2.422
H 6.986 -1.615 2.568
H 7.054 -0.957 1.009
H 7.969 -2.950 -0.423
H 7.814 -4.401 0.568
H 8.682 -3.024 1.098
H 5.405 0.053 3.347
H 5.700 0.681 2.009
C -4.164 5.470 -5.786
C -4.497 4.145 -5.100
C -3.289 3.252 -4.738
O -2.536 3.865 -3.695
C -1.564 2.992 -2.987
N -5.291 4.557 -3.896
H -5.132 5.882 -6.069
H -3.489 5.252 -6.614
H -3.605 6.023 -5.030
H -5.045 3.734 -5.948
H -2.709 3.058 -5.640
H -3.522 2.252 -4.371
H -0.925 2.661 -3.805
H -2.047 2.057 -2.702
H -1.060 3.532 -2.185
H -6.098 5.092 -4.182
H -4.748 5.196 -3.333
```

Results
- structure (SMILES) = COC[C@H](C)N.COC[C@H](C)N.COC[C@H](C)N.COC[C@H](C)N.CO.CO.CO.CO
- HOMO (Ha) = -0.3227
- LUMO (eV) = 0.51
- net charge = 0
- Kohn-Sham gap (eV) = 9.289

These are the Mulliken partial charges, in e, on atoms 1 to 5:
1. C -0.4870
2. O -0.6925
3. H 0.3560
4. H 0.0033
5. H 0.2476



*two*
DFT (wB97M-V/def2-TZVPD) results for 8 unconnected molecules or ions with the total composition C20H60N4O8.

Structure (XYZ):
```
92
Properties=species:S:1:pos:R:3
C -14.748 21.380 8.678
C -14.366 21.835 10.114
C -13.665 20.855 11.033
O -14.404 19.614 11.072
C -13.863 18.715 11.985
N -13.744 23.155 10.109
H -15.492 20.587 8.757
H -13.895 21.070 8.074
H -15.303 22.090 8.065
H -15.308 22.046 10.622
H -13.685 21.326 12.015
H -12.629 20.698 10.729
H -14.396 17.768 11.891
H -13.966 19.055 13.016
H -12.796 18.522 11.870
H -14.243 23.691 9.414
H -13.886 23.595 11.007
C -15.282 11.998 12.560
C -14.521 11.077 13.513
C -13.689 9.983 12.803
O -13.082 9.052 13.661
C -12.326 8.037 13.042
N -13.659 11.939 14.313
H -14.595 12.460 11.851
H -15.913 12.744 13.043
H -15.934 11.414 11.911
H -15.229 10.633 14.212
H -12.937 10.410 12.139
H -14.262 9.437 12.054
H -11.888 7.288 13.701
H -11.517 8.532 12.504
H -12.930 7.491 12.317
H -13.027 12.295 13.610
H -13.111 11.278 14.845
C -4.218 14.405 9.033
C -3.221 15.236 9.814
C -3.546 16.821 9.824
O -3.852 17.251 8.448
C -2.798 17.101 7.502
N -3.141 14.711 11.170
H -4.272 13.334 9.228
H -3.906 14.479 7.991
H -5.194 14.874 9.158
H -2.229 15.055 9.402
H -2.733 17.484 10.120
H -4.416 17.038 10.443
H -2.719 16.080 7.129
H -1.850 17.585 7.737
H -3.016 17.700 6.618
H -4.028 14.821 11.640
H -3.092 13.711 11.033
C -9.501 11.618 16.997
C -10.019 10.696 18.117
C -9.805 11.149 19.521
O -8.436 11.333 19.861
C -8.322 12.008 21.114
N -11.412 10.328 17.894
H -9.891 12.632 17.085
H -9.708 11.337 15.964
H -8.424 11.732 17.118
H -9.408 9.819 17.902
H -10.143 10.314 20.135
H -10.404 12.051 19.650
H -8.856 12.948 20.971
H -7.286 12.204 21.391
H -8.785 11.374 21.871
H -11.487 9.527 18.505
H -11.553 9.903 16.989
C -4.618 10.534 14.609
O -3.886 10.289 13.461
H -3.986 10.957 15.390
H -5.465 11.208 14.484
H -5.013 9.594 14.996
H -2.948 10.315 13.666
C -8.133 18.609 13.234
O -8.613 17.628 12.374
H -7.058 18.429 13.249
H -8.219 19.593 12.774
H -8.548 18.481 14.234
H -8.406 17.808 11.454
C -9.152 12.578 11.133
O -10.182 13.279 11.834
H -8.209 12.643 11.676
H -9.523 11.556 11.070
H -9.058 12.797 10.069
H -9.985 14.219 11.833
C -12.867 14.313 7.681
O -13.444 13.136 7.086
H -12.429 14.125 8.660
H -12.018 14.743 7.150
H -13.552 15.122 7.935
H -14.393 13.174 7.223
```

Results
- structure (SMILES) = COC[C@H](C)N.COC[C@H](C)N.COC[C@H](C)N.COC[C@H](C)N.CO.CO.CO.CO
- HOMO (Ha) = -0.3382
- LUMO (eV) = 0.22
- net charge = 0
- Kohn-Sham gap (eV) = 9.427

These are the Mulliken partial charges, in e, on atoms 1 to 5:
1. C -1.3678
2. C 0.5679
3. C -0.7025
4. O -0.2888
5. C -0.7057



What should be chosen as the most stable of them? Choose *two*.



*one*
DFT (wB97M-V/def2-TZVPD) results for a single C24H23NO4 molecule.

Structure (XYZ):
```
52
Properties=species:S:1:pos:R:3
C 7.586 1.078 0.694
H 7.636 0.164 1.294
O 6.352 1.735 0.857
C 5.215 1.081 0.500
C 5.161 -0.206 -0.024
C 3.940 -0.777 -0.340
C 2.749 -0.091 -0.138
C 2.813 1.210 0.350
C 4.024 1.787 0.671
H 4.074 2.794 1.053
H 1.916 1.801 0.463
C 1.438 -0.741 -0.513
N 0.304 -0.088 0.120
C -0.940 -0.276 -0.355
O -1.147 -0.961 -1.348
C -2.038 0.410 0.439
C -3.028 -0.646 0.893
C -3.835 -1.305 -0.024
C -4.719 -2.280 0.402
C -4.808 -2.604 1.745
C -4.005 -1.950 2.663
C -3.117 -0.978 2.238
H -2.491 -0.474 2.962
H -4.068 -2.198 3.713
H -5.500 -3.365 2.075
H -5.341 -2.789 -0.320
H -3.766 -1.058 -1.071
C -2.744 1.495 -0.349
C -3.279 2.570 0.350
C -3.966 3.570 -0.313
C -4.124 3.509 -1.687
C -3.592 2.442 -2.390
C -2.907 1.439 -1.726
H -2.492 0.616 -2.287
H -3.709 2.388 -3.462
H -4.659 4.290 -2.207
H -4.377 4.399 0.244
H -3.162 2.623 1.424
H -1.594 0.870 1.328
H 0.457 0.360 1.009
H 1.296 -0.600 -1.596
C 1.402 -2.259 -0.206
H 2.204 -2.546 0.474
C 1.505 -3.077 -1.491
O 2.413 -3.831 -1.710
O 0.520 -2.879 -2.354
H -0.151 -2.218 -2.042
H 0.448 -2.507 0.266
H 3.928 -1.769 -0.764
H 6.059 -0.776 -0.197
H 7.777 0.836 -0.356
H 8.341 1.780 1.044
```

Results
- structure (SMILES) = COc1ccc([C@@H](CC(=O)O)NC(=O)C(c2ccccc2)c2ccccc2)cc1
- HOMO (Ha) = -0.3201
- LUMO (eV) = 0.42
- net charge = 0
- Kohn-Sham gap (eV) = 9.132

These are the natural (NBO) partial charges, in e, on atoms 1 to 5:
1. C -0.2530
2. H 0.1773
3. O -0.4894
4. C 0.3055
5. C -0.3132



*two*
DFT (wB97M-V/def2-TZVPD) results for 2 unconnected molecules or ions with the total composition C24H23NO4.

Structure (XYZ):
```
52
Properties=species:S:1:pos:R:3
C -4.907 -1.369 -1.042
C -4.295 -0.975 -2.380
N -3.650 0.213 -2.348
C -3.148 0.813 -3.452
C -2.450 2.133 -3.153
O -3.197 0.413 -4.620
O -4.420 -1.736 -3.349
H -4.593 -0.710 -0.225
H -6.002 -1.347 -1.110
H -4.624 -2.396 -0.792
H -2.451 2.368 -2.086
H -1.417 2.090 -3.512
H -2.938 2.947 -3.698
C -3.907 0.113 5.292
O -3.939 -1.057 4.441
C -3.137 -1.071 3.350
C -3.028 -2.304 2.653
C -2.194 -2.397 1.570
C -1.423 -1.283 1.109
C -0.577 -1.475 -0.009
C 0.541 -0.704 -0.430
C 1.131 -1.011 -1.695
C 2.207 -0.303 -2.187
C 2.773 0.713 -1.398
O 3.888 1.371 -1.905
C 5.116 1.263 -1.235
C 6.049 0.367 -1.759
C 7.226 0.135 -1.054
C 7.480 0.834 0.131
C 6.561 1.776 0.605
C 5.374 2.014 -0.090
C 2.240 1.046 -0.148
C 1.163 0.320 0.342
C -1.599 -0.040 1.784
C -2.420 0.066 2.891
H -4.590 -0.145 6.102
H -2.897 0.297 5.683
H -4.265 1.005 4.758
H -3.613 -3.151 3.013
H -2.105 -3.342 1.037
H -0.776 -2.375 -0.594
H 0.710 -1.830 -2.279
H 2.653 -0.530 -3.154
H 5.813 -0.153 -2.684
H 7.940 -0.592 -1.444
H 8.405 0.650 0.679
H 6.760 2.334 1.521
H 4.648 2.751 0.245
H 2.689 1.856 0.427
H 0.815 0.532 1.349
H -1.105 0.859 1.426
H -2.516 1.015 3.425
```

Results
- HOMO (Ha) = -0.2331
- LUMO (eV) = -3.13
- net charge = 0
- Kohn-Sham gap (eV) = 3.216

These are the natural (NBO) partial charges, in e, on atoms 1 to 5:
1. C -0.6956
2. C 0.6374
3. N -0.7911
4. C 0.6414
5. C -0.6946



What should be chosen as the most stable of them? Choose *one*.



*one*
DFT (wB97M-V/def2-TZVPD) results for 2 unconnected molecules or ions with the total composition C5H12NO2.

Structure (XYZ):
```
20
Properties=species:S:1:pos:R:3
N -0.267 -1.695 1.035
C -1.995 -0.460 -0.655
C -1.843 0.451 0.409
C -0.497 -0.028 -0.734
C 0.470 -0.691 0.320
C 1.136 0.352 1.228
O 1.494 1.605 0.690
H 0.411 -2.285 1.508
H -2.493 -0.275 -1.612
H -1.912 -1.537 -0.491
H -2.007 1.521 0.442
H -1.756 0.002 1.393
H -0.191 -0.480 -1.689
H -0.121 0.985 -0.987
H 1.294 -1.174 -0.247
H 0.418 0.544 2.054
H 1.957 -0.197 1.706
H 1.455 1.475 -0.299
H 2.609 0.664 -2.093
O 1.838 1.223 -1.979
```

Results
- HOMO (Ha) = -0.0940
- LUMO (eV) = 2.85
- net charge = -1
- Kohn-Sham gap (eV) = 5.410

These are the natural (NBO) partial charges, in e, on atoms 1 to 5:
1. N -1.1229
2. C -0.4153
3. C -0.0985
4. C -0.5399
5. C -0.0597



*two*
DFT (wB97M-V/def2-TZVPD) results for a molecular structure, C5H12NO2.

Structure (XYZ):
```
20
Properties=species:S:1:pos:R:3
C 1.709 1.372 0.391
O 2.789 1.374 -0.167
C 0.879 0.160 0.654
C 0.106 0.864 -0.530
C 0.677 0.523 -1.948
C -1.903 -1.894 0.434
O -2.278 -0.681 0.919
N 0.093 0.347 1.852
H 1.413 2.160 1.095
H -0.295 1.872 -0.579
H 1.238 -0.819 0.361
H 0.109 -0.297 -2.367
H -0.838 0.289 -0.570
H 0.648 1.412 -2.573
H 1.746 0.360 -1.817
H -0.800 -2.069 0.394
H -2.291 -2.028 -0.604
H -2.323 -2.788 0.958
H 0.237 -0.401 2.518
H -0.914 0.244 1.578
```

Results
- HOMO (Ha) = -0.1106
- LUMO (eV) = 3.88
- net charge = -1
- Kohn-Sham gap (eV) = 6.893

These are the natural (NBO) partial charges, in e, on atoms 1 to 5:
1. C 0.3959
2. O -0.6463
3. C -0.1194
4. C -0.5157
5. C -0.6205



What should be chosen as the most stable of them? Choose *two*.